Record 1
C16H17ClF10N3OSSbTi as an isolated structure. Source: the OMol25 dataset; level of theory: wB97M-V/def2-TZVPD.

Geometry as XYZ:
```
51
Properties=species:S:1:pos:R:3:forces:R:3:mulliken_charge:R:1
Ti -0.891 -0.481 -0.204 -1.04 0.40 0.78 0.24
C 3.619 1.300 1.230 0.07 0.04 0.02 -1.28
N 2.688 0.207 1.190 -0.02 0.08 0.19 1.08
C 3.349 -1.053 1.388 0.04 -0.04 0.05 -1.33
C 1.587 0.363 2.128 0.13 0.06 0.16 -0.65
C 0.665 1.558 1.906 0.23 -0.12 0.35 -1.43
N -0.191 1.430 0.742 -0.21 -0.50 -0.11 0.66
C -0.690 2.569 0.264 -0.18 0.13 -0.21 0.54
C -1.187 2.580 -1.064 0.03 -0.23 -0.15 0.05
F -1.078 1.401 -1.728 -0.07 0.41 -0.02 -0.06
C -1.700 3.679 -1.695 0.01 -0.06 -0.09 0.06
F -2.114 3.568 -2.978 0.06 0.07 0.20 -0.33
C -1.780 4.915 -1.056 0.08 -0.23 0.14 -0.76
C -1.319 4.938 0.246 0.01 0.12 0.13 0.20
F -1.405 6.100 0.959 0.01 -0.20 -0.20 -0.36
C -0.800 3.834 0.894 0.02 0.14 0.24 0.11
F -0.472 3.992 2.213 -0.11 0.06 -0.28 -0.36
H 4.060 1.433 2.240 0.03 0.04 0.02 0.32
H 3.136 2.226 0.931 -0.03 0.07 0.00 0.25
H 4.423 1.118 0.519 0.09 -0.02 -0.07 0.33
H 3.820 -1.141 2.391 0.00 0.01 0.00 0.36
H 4.128 -1.190 0.636 0.04 -0.01 -0.04 0.35
H 2.632 -1.868 1.286 -0.05 -0.05 0.00 0.27
H 1.993 0.456 3.164 -0.05 0.00 -0.11 0.45
H 0.999 -0.555 2.111 0.15 0.18 -0.04 -0.42
H 1.282 2.464 1.821 -0.07 -0.13 -0.03 0.76
H 0.087 1.673 2.837 0.19 -0.03 -0.31 0.34
H -2.192 5.782 -1.537 -0.05 0.11 -0.06 0.48
O 0.873 -0.487 -0.751 1.60 -0.68 -0.77 0.07
N 1.788 -1.165 -1.478 -0.87 -0.05 0.40 0.64
C 1.782 -2.541 -1.392 0.03 0.87 -0.05 -0.27
C 2.706 -3.295 -2.050 0.03 0.64 -0.05 -1.08
C 3.656 -2.592 -2.829 0.01 0.35 -0.03 -0.03
C 3.618 -1.224 -2.924 -0.09 -0.21 0.16 -0.79
C 2.638 -0.403 -2.251 0.34 -1.31 -0.21 0.22
S 2.538 1.236 -2.428 0.00 0.48 0.07 -0.42
H 0.983 -2.930 -0.782 -0.12 0.06 0.05 0.58
H 2.679 -4.370 -1.973 0.02 -0.03 -0.02 0.40
H 4.420 -3.143 -3.365 0.01 0.04 -0.03 0.34
H 4.326 -0.667 -3.525 -0.01 -0.16 0.01 0.37
F -1.445 -1.103 -2.062 -0.17 -0.04 0.13 -0.49
Sb -3.389 -2.257 -1.888 -0.09 0.18 -0.41 1.58
F -2.642 0.078 -0.122 -0.01 -0.03 -0.09 -0.51
F -3.890 -0.896 -3.146 0.00 -0.24 0.07 -0.58
F -5.169 -3.103 -2.312 0.32 0.05 0.05 -0.63
F -2.561 -3.444 -3.171 -0.14 0.15 0.10 -0.60
F -0.876 -2.370 -0.089 0.12 -0.16 0.06 -0.50
Cl -1.786 -0.011 3.244 0.00 -0.14 -0.19 -0.31
C -1.265 -1.103 1.865 -0.25 -0.10 0.12 -0.72
H -2.148 -1.717 1.683 0.12 0.05 0.09 0.40
H -0.479 -1.738 2.279 -0.16 0.00 -0.03 0.48
```
Positions in Å, forces in eV/Å.

Its charge is -2. Its spin multiplicity is 1. The energy above the lowest of the compared OMol25 structures with the same formula, charge and spin comes out at 111.14 kJ/mol.

Record 2
A 6-piece molecular cluster, C47H48N8O12 overall. Source: the OMol25 dataset; level of theory: wB97M-V/def2-TZVPD.

Geometry as XYZ:
```
115
Properties=species:S:1:pos:R:3:forces:R:3:mulliken_charge:R:1
N 1.841 -0.662 2.086 0.14 1.14 -0.50 -0.62
C 2.105 -0.670 0.626 -0.11 -1.46 -1.10 -0.40
C 0.795 -0.812 -0.274 -0.09 -0.23 1.16 -0.62
C -0.407 0.106 0.188 -0.30 -0.01 -0.53 0.14
C -0.446 1.516 -0.510 -0.41 -0.03 0.09 -0.66
C -1.800 2.295 -0.282 -1.19 -0.73 0.81 0.69
C -2.888 1.649 0.418 -0.09 2.64 -1.11 -0.18
C -4.189 2.383 0.599 0.96 1.35 -1.17 0.32
C -5.365 1.667 1.340 0.84 0.08 -0.02 -0.62
C -5.762 0.239 0.753 -0.38 1.00 -0.01 -0.65
C -5.894 0.147 -0.819 0.56 -1.33 -0.06 -0.31
C -4.977 -1.068 -1.284 -0.33 0.37 -0.02 -0.13
O -5.258 -1.395 -2.686 1.53 0.14 -0.10 -0.38
C -4.122 -1.147 -3.459 -0.34 -0.06 -0.12 0.14
O -4.000 -0.143 -4.089 -0.07 -0.08 0.01 -0.41
C -4.316 3.727 0.086 0.91 -1.51 0.31 -0.79
C -3.205 4.442 -0.644 -1.21 -1.50 1.28 0.29
N -3.464 5.741 -1.072 4.55 -1.11 -1.43 -0.66
C -2.331 6.217 -1.740 -0.68 -0.57 0.54 -0.32
C -1.069 5.480 -1.961 -1.15 -0.41 0.81 -0.29
N -0.850 4.226 -1.488 -2.12 1.78 -0.02 -0.50
C -1.943 3.702 -0.819 -0.23 -0.82 0.29 0.19
H 1.011 -1.206 2.329 0.32 0.07 -0.28 0.26
H 1.622 0.310 2.323 -0.02 -0.49 0.27 0.27
H 2.718 -1.603 0.429 -0.94 1.46 -0.01 0.12
H 2.749 0.189 0.293 -0.73 -0.57 0.67 0.35
H 1.035 -0.726 -1.365 -0.27 0.16 0.93 0.31
H 0.446 -1.879 -0.119 0.38 1.05 -0.23 0.33
H -1.350 -0.468 -0.060 0.92 0.71 0.16 -0.30
H -0.427 0.256 1.308 0.13 -0.29 -1.12 0.26
H -0.305 1.347 -1.617 -0.08 0.40 1.06 0.31
H 0.417 2.141 -0.135 -0.89 -0.54 -0.54 0.30
H -2.838 0.620 0.850 0.24 1.13 -0.56 0.37
H -5.003 1.472 2.392 -0.56 0.33 -0.97 0.39
H -6.243 2.367 1.400 0.81 -0.75 -0.15 -0.06
H -6.764 -0.003 1.204 1.20 -0.01 -0.30 0.35
H -4.997 -0.491 1.132 -0.80 0.50 -0.39 0.39
H -5.601 1.076 -1.372 -0.17 -0.75 0.58 0.03
H -6.938 -0.142 -1.133 1.01 0.46 0.38 0.36
H -3.876 -0.833 -1.208 -1.05 -0.09 0.30 0.01
H -5.203 -1.996 -0.697 0.18 0.91 -0.35 0.32
H -3.313 -1.936 -3.518 -0.96 0.32 0.51 0.37
H -5.282 4.272 0.257 1.13 -0.49 -0.34 0.27
H -2.390 7.261 -2.149 -0.03 -1.16 0.48 0.36
H -0.244 5.978 -2.528 -0.87 -0.53 0.61 0.40
O 2.983 -1.540 -3.801 -0.15 -0.23 0.12 -0.61
N 2.425 -2.538 -3.379 -0.13 0.26 -0.05 1.07
O 1.241 -2.597 -3.095 0.25 -0.01 -0.10 -0.61
C 3.233 -3.747 -3.197 0.37 -0.50 0.08 0.08
C 4.592 -3.711 -3.475 0.16 0.09 -0.09 -0.32
C 5.357 -4.853 -3.279 -0.21 -0.08 0.01 -0.47
C 4.761 -6.017 -2.812 0.02 0.01 -0.01 -0.42
C 3.397 -6.047 -2.545 0.12 0.12 -0.05 -0.51
C 2.627 -4.909 -2.737 -0.19 -0.10 0.09 -0.27
H 5.068 -2.810 -3.839 -0.21 0.03 0.08 0.46
H 6.420 -4.834 -3.486 -0.08 0.06 0.02 0.40
H 5.362 -6.906 -2.654 -0.04 0.06 -0.01 0.39
H 2.935 -6.958 -2.184 -0.01 0.08 -0.02 0.38
H 1.566 -4.942 -2.523 0.08 0.20 -0.06 0.44
O 5.887 -2.851 -0.663 -0.12 0.08 0.23 -0.54
N 5.465 -2.545 0.439 -0.13 -0.11 -0.14 1.03
O 4.293 -2.604 0.770 0.72 -0.45 -0.03 -0.70
C 6.428 -2.067 1.434 0.44 0.21 0.39 0.03
C 7.769 -1.949 1.089 0.01 -0.01 -0.07 -0.29
C 8.674 -1.474 2.029 -0.17 0.23 -0.26 -0.73
C 8.234 -1.127 3.301 -0.06 -0.04 -0.03 -0.52
C 6.892 -1.258 3.641 0.16 -0.04 -0.13 -0.48
C 5.982 -1.729 2.705 -0.27 0.00 0.16 -0.27
H 8.119 -2.218 0.101 -0.19 -0.01 0.04 0.45
H 9.729 -1.371 1.771 -1.00 0.03 -0.05 0.70
H 8.942 -0.750 4.033 -0.03 -0.02 -0.06 0.41
H 6.555 -0.988 4.635 -0.04 -0.03 -0.08 0.38
H 4.937 -1.825 2.978 0.02 -0.01 -0.22 0.46
O 10.972 -3.847 1.760 0.13 0.26 0.15 -0.60
N 11.452 -3.070 2.564 -0.13 -0.02 -0.18 1.09
O 11.297 -1.859 2.528 1.11 -0.48 0.30 -0.66
C 12.272 -3.623 3.645 0.30 -0.21 0.49 0.14
C 12.500 -4.992 3.697 -0.05 -0.19 -0.12 -0.30
C 13.297 -5.510 4.708 0.01 0.18 0.05 -0.46
C 13.855 -4.662 5.657 0.01 0.00 0.01 -0.39
C 13.613 -3.294 5.603 -0.04 -0.16 -0.09 -0.51
C 12.819 -2.769 4.593 0.01 0.22 0.05 -0.26
H 12.070 -5.661 2.962 -0.04 0.21 -0.03 0.43
H 13.487 -6.575 4.755 -0.04 0.07 -0.04 0.37
H 14.481 -5.068 6.443 -0.05 0.03 -0.05 0.37
H 14.047 -2.637 6.347 -0.05 -0.01 -0.07 0.37
H 12.639 -1.702 4.557 -0.08 -0.11 -0.16 0.42
O -8.495 -0.627 4.435 0.03 0.27 -0.15 -0.60
N -8.325 0.445 3.884 0.25 -0.25 0.10 0.98
O -7.248 0.849 3.478 -0.35 -0.08 0.17 -0.55
C -9.494 1.311 3.699 -0.48 0.38 -0.07 0.08
C -10.730 0.902 4.180 -0.10 -0.16 0.11 -0.41
C -11.829 1.735 4.024 0.13 0.11 -0.09 -0.45
C -11.687 2.962 3.387 -0.01 0.01 0.00 -0.39
C -10.448 3.359 2.900 -0.09 -0.13 0.09 -0.55
C -9.344 2.532 3.055 0.14 0.12 -0.10 -0.09
H -10.851 -0.052 4.677 0.20 0.05 -0.06 0.45
H -12.798 1.429 4.401 0.09 -0.02 -0.02 0.37
H -12.546 3.614 3.272 0.06 -0.05 0.00 0.38
H -10.342 4.315 2.402 0.04 -0.08 0.03 0.38
H -8.382 2.851 2.675 0.00 -0.18 0.11 0.40
O -7.299 4.624 -8.169 0.11 0.18 0.20 -0.61
N -6.819 5.401 -7.362 -0.18 0.13 -0.24 1.01
O -6.941 6.613 -7.415 0.02 -0.28 0.03 -0.61
C -6.037 4.841 -6.256 0.37 -0.21 0.51 -0.11
C -5.843 3.466 -6.181 -0.05 -0.02 -0.10 -0.42
C -5.081 2.951 -5.143 -0.10 -0.21 -0.14 -0.52
C -4.530 3.796 -4.198 0.22 -0.17 0.30 -0.11
C -4.732 5.161 -4.266 -0.13 0.12 -0.21 -0.06
C -5.490 5.694 -5.302 0.02 0.17 0.04 -0.62
H -6.271 2.795 -6.915 -0.03 0.21 -0.03 0.46
H -4.914 1.883 -5.067 -0.04 0.07 -0.04 0.50
H -3.933 3.382 -3.392 -0.04 0.00 -0.03 0.45
H -4.293 5.794 -3.507 -0.15 0.09 -0.13 0.23
H -5.643 6.765 -5.354 -0.09 -0.12 -0.17 0.44
```
Positions in Å, forces in eV/Å.

Its SMILES is NCCCCc1cc(CCCCOC=O)cc2nccnc12.O=[N+]([O-])c1ccccc1.O=[N+]([O-])c1ccccc1.O=[N+]([O-])c1ccccc1.O=[N+]([O-])c1ccccc1.O=[N+]([O-])c1ccccc1. Its spin multiplicity is 1.

It is found that the largest force on an atom values, taken in the order of the records, are 0.0371 0.0952 hartree/bohr.
It is found that the electronic energy values, taken in the order of the records, are -103578.2296 -85992.0585 eV.